Density functional theory data (ωB97M-V with the def2-TZVPD basis set) for 11 unconnected molecules or ions with the total composition C29H80N4O11.

Calculated values
- E_tot: -59854.66708 eV
- SMILES: NC(N)=O.NC(N)=O.CC(C)O.CC(C)O.CC(C)O.CC(C)O.CC(C)O.CC(C)O.CC(C)O.CC(C)O.CC(C)O
- Charge: 0
- F_max: 2.10 eV/A

Atoms and positions in Å:
N1 -0.28 9.20 -8.46
C1 0.68 8.49 -7.75
N2 0.72 8.80 -6.37
O1 1.43 7.64 -8.23
H1 -0.94 9.79 -8.00
H2 -0.38 8.94 -9.44
H3 0.03 9.41 -5.98
H4 1.38 8.40 -5.75
N3 -0.71 11.15 -13.55
C2 -0.91 10.26 -12.50
N4 -2.26 9.93 -12.40
O2 -0.06 9.88 -11.69
H5 0.18 11.56 -13.77
H6 -1.48 11.32 -14.17
H7 -2.92 9.99 -13.15
H8 -2.53 9.42 -11.57
C3 4.89 10.19 -13.44
C4 4.25 9.00 -14.14
C5 2.82 9.34 -14.60
O3 5.03 8.57 -15.25
H9 5.87 9.86 -13.09
H10 4.25 10.60 -12.67
H11 5.12 11.01 -14.14
H12 4.09 8.20 -13.43
H13 2.23 9.82 -13.80
H14 2.31 8.39 -14.78
H15 2.76 9.96 -15.49
H16 5.38 9.37 -15.66
C6 0.06 5.12 -11.30
C7 1.55 5.42 -11.40
C8 1.81 6.76 -12.08
O4 2.04 5.55 -10.04
H17 -0.11 4.05 -11.39
H18 -0.51 5.64 -12.09
H19 -0.34 5.59 -10.40
H20 2.12 4.65 -11.91
H21 2.88 6.96 -12.15
H22 1.28 7.58 -11.58
H23 1.38 6.81 -13.10
H24 1.70 6.42 -9.75
C9 -1.38 12.48 -10.13
C10 -0.95 13.63 -9.22
C11 0.08 14.53 -9.88
O5 -2.08 14.40 -8.79
H25 -1.49 12.82 -11.16
H26 -2.35 12.09 -9.80
H27 -0.62 11.70 -10.04
H28 -0.51 13.24 -8.30
H29 -0.30 14.89 -10.85
H30 0.98 13.96 -10.14
H31 0.33 15.34 -9.20
H32 -2.54 14.71 -9.58
C12 -5.69 10.52 -16.03
C13 -4.55 11.01 -15.16
C14 -4.83 11.35 -13.72
O6 -3.45 10.02 -15.23
H33 -5.40 10.60 -17.08
H34 -6.59 11.15 -15.93
H35 -6.03 9.52 -15.76
H36 -4.12 11.91 -15.62
H37 -3.98 11.79 -13.21
H38 -5.07 10.42 -13.18
H39 -5.67 12.03 -13.62
H40 -3.19 9.98 -16.16
C15 1.47 14.76 -13.18
C16 2.27 14.89 -14.46
C17 2.51 13.56 -15.18
O7 1.67 15.78 -15.41
H41 1.39 15.70 -12.64
H42 2.01 14.03 -12.56
H43 0.47 14.31 -13.23
H44 3.26 15.29 -14.20
H45 2.56 12.76 -14.44
H46 3.37 13.61 -15.83
H47 1.65 13.37 -15.83
H48 1.77 16.68 -15.09
C18 -4.07 6.50 -13.05
C19 -3.00 6.46 -14.13
C20 -2.75 5.03 -14.58
O8 -3.41 7.20 -15.31
H49 -5.00 6.11 -13.47
H50 -4.29 7.53 -12.76
H51 -3.77 5.94 -12.17
H52 -2.06 6.86 -13.70
H53 -2.13 4.48 -13.84
H54 -2.11 4.97 -15.46
H55 -3.67 4.46 -14.72
H56 -3.48 8.16 -15.06
C21 -2.74 6.38 -8.64
C22 -3.65 7.43 -9.25
C23 -4.34 8.19 -8.09
O9 -2.91 8.38 -10.02
H57 -3.31 5.69 -8.02
H58 -1.90 6.78 -8.09
H59 -2.33 5.74 -9.43
H60 -4.42 7.04 -9.91
H61 -5.11 8.86 -8.48
H62 -3.59 8.85 -7.63
H63 -4.73 7.49 -7.36
H64 -2.47 9.03 -9.46
C24 2.48 11.01 -9.19
C25 3.67 10.32 -8.55
C26 4.81 10.05 -9.53
O10 4.10 11.19 -7.49
H65 1.86 11.43 -8.40
H66 1.88 10.25 -9.72
H67 2.73 11.75 -9.95
H68 3.36 9.36 -8.13
H69 4.47 9.34 -10.29
H70 5.59 9.57 -8.93
H71 5.17 10.95 -10.02
H72 4.97 10.93 -7.17
C27 -2.33 14.50 -14.00
C28 -2.82 15.54 -15.02
C29 -3.50 14.94 -16.19
O11 -3.68 16.53 -14.44
H73 -1.90 15.03 -13.15
H74 -1.52 13.95 -14.48
H75 -3.18 13.88 -13.73
H76 -1.89 16.06 -15.32
H77 -3.80 15.60 -17.01
H78 -4.45 14.46 -15.90
H79 -2.90 14.12 -16.59
H80 -3.40 16.74 -13.54

=====

Density functional theory data (ωB97M-V with the def2-TZVPD basis set) for 8 unconnected molecules or ions with the total composition C29H81N7O8.

Calculated values
- E_tot: -58191.41750 eV
- SMILES: COC[C@H](C)N.COC[C@H](C)N.COC[C@H](C)N.COC[C@H](C)N.COC[C@H](C)N.COC[C@H](C)N.COC[C@H](C)N.CO
- Charge: 0
- F_max: 2.69 eV/A

Atoms and positions in Å:
C1 3.98 2.44 -3.47
O1 4.31 2.01 -2.16
C2 3.68 0.83 -1.85
C3 4.03 0.29 -0.42
C4 5.37 -0.39 -0.23
N1 3.10 -0.69 0.14
H1 4.38 1.70 -4.17
H2 4.56 3.32 -3.76
H3 2.93 2.70 -3.57
H4 2.62 1.01 -2.05
H5 3.88 0.06 -2.59
H6 4.02 1.15 0.24
H7 6.13 0.16 -0.79
H8 5.39 -1.45 -0.50
H9 5.74 -0.29 0.79
H10 2.98 -1.52 -0.41
H11 3.34 -0.97 1.08
C5 0.82 -1.07 -3.15
O2 1.06 -2.39 -3.54
C6 0.80 -2.63 -4.93
C7 0.84 -4.16 -5.25
C8 2.29 -4.75 -5.15
N2 0.39 -4.59 -6.57
H12 1.08 -0.28 -3.86
H13 1.32 -0.81 -2.22
H14 -0.24 -0.88 -3.00
H15 -0.22 -2.41 -5.23
H16 1.42 -2.05 -5.61
H17 0.21 -4.65 -4.50
H18 2.66 -4.57 -4.13
H19 2.99 -4.35 -5.87
H20 2.35 -5.83 -5.05
H21 -0.54 -4.28 -6.83
H22 1.05 -4.22 -7.24
C9 -2.25 2.98 3.05
O3 -2.00 4.14 3.80
C10 -2.64 5.36 3.34
C11 -2.38 6.44 4.37
C12 -3.22 6.30 5.65
N3 -2.79 7.68 3.82
H23 -3.32 2.78 3.08
H24 -1.64 2.17 3.45
H25 -2.05 3.18 2.00
H26 -2.17 5.63 2.39
H27 -3.72 5.27 3.23
H28 -1.32 6.46 4.61
H29 -3.07 5.29 6.05
H30 -4.27 6.57 5.52
H31 -2.87 6.93 6.47
H32 -2.70 8.39 4.54
H33 -2.06 7.94 3.17
C13 2.07 5.15 -1.05
O4 1.06 4.31 -0.44
C14 0.48 4.82 0.74
C15 1.36 4.63 2.07
C16 1.71 3.22 2.40
N4 0.83 5.24 3.29
H34 2.14 4.82 -2.09
H35 3.08 4.95 -0.68
H36 1.85 6.21 -1.08
H37 0.38 5.89 0.57
H38 -0.53 4.46 0.93
H39 2.30 5.16 1.87
H40 0.87 2.52 2.37
H41 2.19 3.08 3.37
H42 2.37 2.87 1.61
H43 0.52 6.19 3.15
H44 -0.04 4.78 3.54
C17 0.94 -7.77 -2.28
O5 1.91 -6.85 -1.79
C18 1.47 -5.52 -1.58
C19 2.62 -4.51 -1.19
C20 3.24 -4.78 0.21
N5 2.13 -3.20 -1.26
H45 0.64 -7.58 -3.31
H46 0.04 -7.72 -1.67
H47 1.27 -8.80 -2.17
H48 1.06 -5.18 -2.53
H49 0.67 -5.47 -0.84
H50 3.35 -4.62 -1.99
H51 3.77 -5.73 0.20
H52 2.39 -4.70 0.88
H53 3.96 -4.03 0.52
H54 1.75 -3.03 -2.18
H55 1.40 -3.14 -0.56
C21 -7.24 -1.52 -0.52
O6 -5.79 -1.37 -0.35
C22 -5.36 -0.02 -0.48
C23 -3.89 0.12 -0.08
C24 -3.59 1.65 -0.05
N6 -3.06 -0.44 -1.15
H56 -7.64 -1.00 -1.39
H57 -7.84 -1.17 0.32
H58 -7.54 -2.57 -0.60
H59 -5.56 0.51 -1.41
H60 -6.02 0.53 0.19
H61 -3.62 -0.28 0.90
H62 -3.80 2.16 -0.98
H63 -2.56 1.88 0.22
H64 -4.21 2.16 0.69
H65 -2.11 -0.53 -0.81
H66 -3.34 -1.39 -1.36
C25 -2.75 -1.89 4.81
O7 -1.72 -2.60 4.08
C26 -1.68 -2.37 2.64
C27 -0.48 -3.06 2.01
C28 0.80 -2.40 2.57
N7 -0.46 -3.03 0.61
H67 -2.72 -2.00 5.89
H68 -3.76 -2.13 4.48
H69 -2.66 -0.84 4.53
H70 -2.63 -2.58 2.15
H71 -1.52 -1.29 2.53
H72 -0.57 -4.12 2.25
H73 0.99 -2.82 3.56
H74 0.70 -1.32 2.67
H75 1.69 -2.67 2.00
H76 -1.38 -3.22 0.24
H77 -0.28 -2.08 0.31
C29 0.16 1.35 -0.40
O8 0.25 -0.05 -0.04
H78 -0.33 1.26 -1.37
H79 -0.27 2.04 0.33
H80 1.15 1.69 -0.71
H81 1.18 -0.27 0.01

=====

Density functional theory data (ωB97M-V with the def2-TZVPD basis set) for 10 unconnected molecules or ions with the total composition C29H81N9O17.

Calculated values
- E_tot: -79601.49907 eV
- SMILES: COCCNCCOC.COCCNCCOC.COCCNCCOC.NC(N)=O.NC(N)=O.NC(N)=O.OCCO.OCCO.OCCO.OCCO
- Charge: 0
- F_max: 3.64 eV/A

Atoms and positions in Å:
C1 -22.42 6.65 5.01
O1 -21.26 6.19 4.35
C2 -21.42 5.39 3.28
C3 -20.07 4.68 2.95
N1 -20.33 3.96 1.76
C4 -19.17 3.29 1.13
C5 -19.67 2.67 -0.21
O2 -19.72 3.76 -1.11
C6 -19.67 3.31 -2.45
H1 -22.71 5.82 5.76
H2 -23.23 6.80 4.31
H3 -22.19 7.55 5.57
H4 -21.75 5.93 2.42
H5 -22.14 4.62 3.44
H6 -19.76 4.06 3.81
H7 -19.35 5.48 2.85
H8 -20.76 4.57 1.01
H9 -18.78 2.46 1.70
H10 -18.29 3.95 1.01
H11 -20.62 2.17 -0.08
H12 -18.97 1.94 -0.67
H13 -19.72 4.16 -3.10
H14 -20.51 2.70 -2.66
H15 -18.84 2.62 -2.73
C7 -22.79 11.30 12.04
O3 -22.62 11.91 10.76
C8 -23.54 11.55 9.79
C9 -23.08 12.19 8.46
N2 -21.86 11.51 8.02
C10 -21.46 12.12 6.76
C11 -22.29 11.82 5.53
O4 -22.11 10.46 5.09
C12 -22.61 10.25 3.81
H16 -22.54 12.08 12.78
H17 -22.01 10.52 12.06
H18 -23.74 10.77 12.11
H19 -24.58 11.78 10.04
H20 -23.59 10.44 9.60
H21 -22.83 13.24 8.49
H22 -23.92 12.01 7.75
H23 -22.08 10.48 7.95
H24 -20.44 11.82 6.53
H25 -21.43 13.20 7.00
H26 -21.79 12.50 4.69
H27 -23.33 11.97 5.68
H28 -23.72 10.52 3.76
H29 -22.54 9.21 3.56
H30 -22.09 10.81 3.06
C13 -23.33 2.58 8.24
O5 -21.97 2.67 7.79
C14 -21.57 3.96 7.42
C15 -19.99 4.01 7.46
N3 -19.47 5.22 6.92
C16 -19.86 6.47 7.61
C17 -18.81 7.48 7.27
O6 -19.04 8.65 8.06
C18 -18.72 9.93 7.37
H31 -23.96 2.87 7.37
H32 -23.57 3.27 9.05
H33 -23.66 1.63 8.63
H34 -21.91 4.72 8.09
H35 -21.90 4.19 6.41
H36 -19.58 3.15 6.86
H37 -19.79 3.82 8.46
H38 -19.82 5.30 5.97
H39 -19.76 6.20 8.65
H40 -20.90 6.85 7.49
H41 -18.82 7.71 6.23
H42 -17.91 6.98 7.61
H43 -18.78 10.63 8.19
H44 -19.47 10.26 6.61
H45 -17.74 9.76 6.97
N4 -25.29 7.13 7.04
C19 -24.95 8.16 6.17
N5 -24.21 9.21 6.73
O7 -25.27 8.21 5.01
H46 -24.58 7.21 7.77
H47 -25.33 6.22 6.59
H48 -23.66 9.68 6.01
H49 -23.59 8.85 7.46
N6 -26.83 10.40 7.82
C20 -26.82 9.60 8.91
N7 -28.04 8.99 9.38
O8 -25.84 9.38 9.63
H50 -27.49 10.37 7.07
H51 -25.87 10.54 7.57
H52 -27.84 8.19 10.04
H53 -28.61 8.65 8.59
N8 -23.32 7.91 10.56
C21 -22.27 8.20 9.83
N9 -21.05 8.36 10.36
O9 -22.34 8.29 8.60
H54 -23.19 8.13 11.53
H55 -24.21 8.18 10.15
H56 -20.84 8.51 11.33
H57 -20.31 8.67 9.73
O10 -18.36 10.43 11.54
C22 -17.64 9.28 11.22
C23 -17.29 8.50 12.51
O11 -18.47 8.18 13.31
H58 -18.75 10.88 10.76
H59 -18.19 8.62 10.47
H60 -16.77 9.60 10.70
H61 -16.65 9.06 13.13
H62 -16.76 7.54 12.26
H63 -18.90 8.98 13.70
O12 -21.51 4.95 10.34
C24 -20.57 4.29 11.25
C25 -19.49 5.25 11.68
O13 -20.08 6.30 12.37
H64 -22.00 5.62 10.80
H65 -21.10 4.01 12.14
H66 -20.03 3.43 10.84
H67 -19.02 5.69 10.86
H68 -18.81 4.71 12.33
H69 -19.52 6.98 12.68
O14 -22.46 7.45 13.62
C26 -22.35 7.50 15.04
C27 -20.95 8.01 15.32
O15 -20.82 9.30 14.84
H70 -21.87 6.66 13.43
H71 -23.15 8.16 15.36
H72 -22.55 6.51 15.40
H73 -20.32 7.28 14.75
H74 -20.68 7.99 16.37
H75 -21.52 9.42 14.19
O16 -19.88 12.09 9.55
C28 -19.47 13.40 9.54
C29 -19.65 14.09 10.86
O17 -21.01 14.32 11.28
H76 -20.73 11.95 9.11
H77 -18.40 13.50 9.33
H78 -20.07 13.96 8.76
H79 -19.28 15.06 10.72
H80 -19.02 13.54 11.57
H81 -21.46 13.43 11.16

=====

Computed values of lowest unoccupied orbital energy (unit: eV) for the preceding records, in sequence: 0.18 0.66 0.58.